No. 1
Computed, not measured: C10H30Ba2NO8 as an isolated structure, with ωB97M-V/def2-TZVPD.

Last column: Mulliken charge in e.
Positions of all 51 atoms, in Å:
Ba  -0.06923  2.72367  2.55792  1.875
Ba  -0.94807  -3.35374  4.69550  1.881
N  0.10712  -0.97479  1.75456  0.554
O  1.07644  -1.03386  1.02704  -0.472
O  -0.56215  0.12198  1.78782  -0.573
O  -0.30122  -2.03651  2.33715  -0.540
C  3.39015  1.87683  -1.07295  -1.082
C  3.08729  2.22032  0.36809  -0.295
O  1.66533  1.90737  0.64058  -0.219
H  2.87756  2.52013  -1.78665  0.275
H  3.07251  0.84938  -1.27883  0.296
H  4.45536  1.92532  -1.29799  0.386
H  3.18584  3.29045  0.55294  0.329
H  3.76306  1.68925  1.04048  0.333
H  1.65699  0.93058  0.62514  0.116
C  -0.78488  1.93122  -1.40873  -0.356
C  -1.61789  2.62900  -2.44531  -0.387
O  -2.56408  3.43422  -1.70837  -0.558
H  0.12093  1.45668  -1.77165  0.412
H  -1.38511  1.17819  -0.88301  0.077
H  -0.55499  2.60620  -0.57036  -0.058
H  -2.20478  1.91552  -3.02243  0.296
H  -0.95590  3.26827  -3.03294  0.337
H  -3.16678  3.88709  -2.30655  0.296
C  -0.36336  -2.93219  -1.53892  -0.578
C  -1.79956  -2.77462  -2.01663  -0.435
O  -1.98765  -1.57784  -2.75929  -0.486
H  0.32327  -2.94412  -2.38180  0.404
H  -0.28374  -3.93725  -1.09519  0.335
H  -0.09016  -2.29044  -0.70061  -0.165
H  -2.48864  -2.71299  -1.17531  0.267
H  -2.03150  -3.64456  -2.63567  0.342
H  -1.49492  -1.67120  -3.58222  0.309
C  3.26630  -3.86785  1.69996  -0.735
C  4.29183  -2.92084  1.05151  -0.253
O  3.75803  -2.23586  -0.05098  -0.475
H  3.68107  -4.33387  2.59494  0.382
H  3.01668  -4.65425  0.98421  0.295
H  2.31763  -3.35351  1.92746  0.003
H  5.12000  -3.57839  0.80505  0.346
H  4.58090  -2.18800  1.81452  0.220
H  2.93504  -1.84435  0.26251  0.290
C  -4.68743  2.12032  1.98642  -1.235
C  -3.65464  1.62736  0.98126  -0.005
O  -2.58891  2.59778  0.92672  -0.411
H  -5.53316  1.44003  2.14225  0.391
H  -5.26691  2.95998  1.58166  0.324
H  -4.28096  2.45631  2.94138  0.265
H  -4.13921  1.52476  0.01329  0.287
H  -3.28882  0.65889  1.32615  0.165
H  -2.65468  3.11392  0.09587  0.228

Output
- HOMO level: -16.0 eV
- HOMO-LUMO gap: 5.348 eV
- Calculated total energy: -30085.757 eV
- LUMO: -10.65 eV
- Total charge: +3



No. 2
Computed, not measured: C10H30BaNO8 as an isolated structure, with ωB97M-V/def2-TZVPD.

Last column: Mulliken charge in e.
Positions of all 50 atoms, in Å:
Ba  0.06981  -0.50372  -3.70683  1.818
N  0.95799  -0.83142  -0.62499  1.313
O  1.69802  -1.35489  -1.51120  -0.909
O  1.38826  -0.40375  0.40852  -0.763
O  -0.27470  -0.67944  -0.93038  -0.805
C  -4.49902  -1.21009  1.88346  -1.138
C  -3.31147  -1.56397  1.00091  -0.316
O  -2.89463  -0.41497  0.24584  -0.317
H  -4.29926  -0.33936  2.50804  0.228
H  -4.68778  -2.04727  2.55875  0.343
H  -5.36435  -1.00455  1.25859  0.372
H  -3.66498  -2.30639  0.27434  0.265
H  -2.46943  -1.98282  1.54983  0.480
H  -1.94187  -0.31106  0.31334  0.094
C  -4.45821  0.78304  -2.29130  -1.054
C  -3.03902  1.18502  -2.62311  0.440
O  -2.52208  0.46912  -3.79854  -0.515
H  -5.00273  0.54872  -3.21963  0.426
H  -5.03923  1.62219  -1.90286  0.311
H  -4.53188  -0.04063  -1.59303  0.130
H  -2.34896  0.98551  -1.79948  -0.157
H  -2.93934  2.25550  -2.82097  0.258
H  -3.25196  0.36068  -4.41965  0.246
C  -1.92707  0.37549  3.69059  -0.944
C  -0.89723  1.07828  2.85458  0.126
O  0.36848  0.45619  2.98056  -0.530
H  -1.61037  0.38701  4.72993  0.372
H  -2.10922  -0.62679  3.31091  0.165
H  -2.86094  0.94682  3.64027  0.247
H  -0.82909  2.13111  3.16888  0.258
H  -1.23162  1.15652  1.80790  -0.013
H  0.73380  0.25906  2.11719  0.463
C  3.75588  4.12394  -0.67502  -1.159
C  3.54635  2.83857  0.09370  -0.156
O  2.58318  2.05017  -0.63186  -0.447
H  4.28886  4.85889  -0.07830  0.362
H  2.77388  4.55361  -0.88905  0.288
H  4.25111  3.89895  -1.61677  0.286
H  3.17148  3.03916  1.10144  0.291
H  4.48111  2.27598  0.16924  0.316
H  2.50063  1.20636  -0.17229  0.253
C  5.09453  -3.09871  0.08455  -0.843
C  4.35722  -3.57894  -1.15364  -0.216
O  4.25560  -2.53721  -2.15090  -0.524
H  5.02475  -3.80970  0.90830  0.315
H  4.67659  -2.13789  0.40303  0.190
H  6.15179  -2.89979  -0.10115  0.278
H  3.35609  -3.90513  -0.85720  0.227
H  4.89570  -4.37560  -1.65871  0.284
H  3.62530  -1.88183  -1.83582  0.361

Output
- HOMO level: -11.8 eV
- HOMO-LUMO gap: 6.973 eV
- Calculated total energy: -29411.079 eV
- LUMO: -4.82 eV
- Total charge: +1



No. 3
Computed, not measured: C10H30ClIIrP3 as an isolated structure, with ωB97M-V/def2-TZVPD.

Last column: Mulliken spin population.
Positions of all 46 atoms, in Å:
C  0.78053  -1.87222  0.17484  0.391
I  -2.55139  1.06127  -0.97488  1.135
H  1.07344  -2.39912  -0.74840  -0.002
H  0.03604  -2.43613  0.77253  0.010
H  1.69835  -1.69123  0.76709  0.029
Ir  0.36134  0.26518  -0.28685  1.260
P  -1.66595  -1.46568  -1.11326  0.447
C  -3.10537  -1.76511  -0.01708  0.072
C  -2.50127  -1.17127  -2.77530  0.102
H  -3.17715  -2.01418  -2.95024  0.023
H  -1.95048  -3.68721  -1.83776  0.016
H  -1.74206  -1.04252  -3.55419  -0.006
H  -0.33049  -3.09028  -2.34302  -0.005
H  -3.66704  -0.84963  0.23256  -0.005
H  -3.15884  -0.27251  -2.78263  0.048
C  -1.05454  -3.15027  -1.52087  0.106
H  -3.70452  -2.41562  -0.66176  0.011
H  -0.60325  -3.63822  -0.65297  -0.003
H  -2.83834  -2.28706  0.90928  -0.003
P  2.02466  1.60288  -0.79713  0.189
C  2.31674  2.74178  0.59340  0.021
C  3.57242  0.63629  -1.02691  0.004
H  1.48608  2.03155  -3.12708  -0.001
H  2.48562  3.38340  -2.50236  0.012
H  0.74500  3.23789  -2.08262  -0.002
C  1.67537  2.67145  -2.25868  0.015
H  3.44970  -0.06678  -1.86425  0.000
H  4.45765  1.25643  -1.20844  0.004
H  3.26776  3.26591  0.46836  0.011
H  2.33188  2.20896  1.54706  0.000
H  3.75614  0.01585  -0.13531  0.001
H  1.51816  3.48726  0.65314  -0.003
Cl  0.81743  -0.39782  -2.56793  0.026
C  -1.57106  -0.53592  2.50596  0.024
P  -0.24914  0.54839  1.80471  0.040
C  -0.89907  2.19817  2.23309  0.038
C  1.17962  0.13520  2.87832  0.003
H  -2.55753  -0.25664  2.12549  -0.001
H  -1.56043  -0.33800  3.58444  0.000
H  -1.43690  -1.61004  2.36301  0.001
H  -1.93735  2.24676  1.88786  0.002
H  -0.88474  2.42835  3.30315  0.003
H  -0.34543  2.98274  1.71471  -0.016
H  1.24847  0.72410  3.79661  0.001
H  1.09177  -0.91964  3.15504  0.000
H  2.11812  0.24329  2.31930  0.002

Output
- HOMO level (alpha / beta): -13.6 / -16.0 eV
- HOMO-LUMO gap (alpha / beta): 7.030 / 5.560 eV
- Spin multiplicity: 5
- Calculated total energy: -62167.112 eV
- LUMO (alpha / beta): -6.60 / -10.44 eV
- Total charge: +2



No. 4
Computed, not measured: C10H30CrO6 as an isolated structure, with ωB97M-V/def2-TZVPD.

Last column: Mulliken spin population.
Positions of all 47 atoms, in Å:
Cr  14.87389  -9.34325  9.83749  3.933
C  18.59848  -8.54415  7.68948  -0.001
C  17.71608  -8.46485  8.93347  0.007
O  16.60057  -9.25968  8.81581  -0.001
H  19.65632  -8.42778  7.96256  0.000
H  18.41800  -7.70183  7.01609  0.001
H  18.47025  -9.49905  7.18866  -0.001
H  17.47167  -7.39870  9.13262  0.005
H  18.30727  -8.76550  9.82653  0.003
O  13.20612  -9.55666  10.84781  -0.014
H  12.88072  -8.71856  11.19601  0.009
C  14.81011  -5.97505  12.38863  0.002
C  15.77498  -6.65546  11.44357  0.003
O  15.68326  -8.09832  11.53228  0.010
H  14.89088  -4.88901  12.31074  0.000
H  15.03217  -6.25008  13.42199  0.000
H  13.77533  -6.25013  12.18158  0.001
H  16.79579  -6.35796  11.70385  -0.001
H  15.60143  -6.38159  10.40898  0.003
H  16.02983  -8.36202  12.38863  0.004
C  14.12200  -12.15559  6.34490  0.001
C  14.88193  -11.47332  7.45204  0.005
O  14.01363  -10.76891  8.34320  0.005
H  13.60636  -11.43408  5.70702  0.000
H  13.38144  -12.87170  6.71373  0.000
H  14.80084  -12.71151  5.69353  0.000
H  15.57698  -10.74436  7.03854  0.002
H  15.49202  -12.19206  8.00856  -0.002
H  13.28927  -11.34797  8.60300  0.007
C  13.46115  -8.05437  6.36879  0.006
C  12.94270  -7.74068  7.75231  0.000
O  14.00399  -7.62885  8.69083  -0.002
H  13.98758  -9.00678  6.37366  0.001
H  14.15856  -7.27138  6.05723  0.000
H  12.66963  -8.08554  5.61858  0.000
H  12.26105  -8.49187  8.14191  0.003
H  12.37744  -6.79956  7.72666  0.002
H  14.58777  -6.90865  8.43273  0.003
C  15.45686  -12.08305  13.01057  0.001
C  16.60550  -11.94265  12.03142  0.003
O  16.12381  -11.18897  10.91451  -0.003
H  14.89934  -11.14849  13.07190  0.001
H  15.80624  -12.36223  14.00533  0.000
H  14.77960  -12.86824  12.67544  0.000
H  16.90662  -12.93632  11.67788  0.002
H  17.48725  -11.48397  12.49080  0.000
H  16.83058  -11.10199  10.25921  -0.001

Output
- HOMO level (alpha / beta): -6.4 / -8.0 eV
- HOMO-LUMO gap (alpha / beta): 6.989 / 8.566 eV
- Spin multiplicity: 5
- Calculated total energy: -51562.775 eV
- LUMO (alpha / beta): 0.60 / 0.59 eV



No. 5
Computed, not measured: C10H30F2HfN11O24S2 as an isolated structure, with ωB97M-V/def2-TZVPD.

Last column: Mulliken charge in e.
Positions of all 80 atoms, in Å:
Hf  -19.58428  -33.51343  -6.36667  2.120
N  -18.74744  -34.56440  -4.67715  0.563
S  -17.48917  -34.41016  -3.59754  0.964
O  -16.38447  -35.21559  -3.95125  -0.672
O  -17.70157  -34.01568  -2.26243  -0.351
F  -17.00927  -33.05781  -4.31043  -0.292
S  -19.44971  -35.82664  -3.65222  0.253
O  -20.26648  -35.32354  -2.62063  -0.077
O  -18.72315  -37.02413  -3.61406  -0.430
F  -20.48075  -36.17896  -4.81863  0.241
C  -17.21236  -38.08397  0.84134  -0.767
N  -16.67642  -37.58526  -0.44652  0.845
O  -17.19372  -36.59610  -0.94963  -0.391
O  -15.77010  -38.21655  -0.92173  -0.477
H  -17.84756  -38.93995  0.62312  0.309
H  -17.89206  -37.38509  1.32564  0.238
H  -16.40575  -38.27284  1.54007  0.326
C  -19.57875  -30.43027  -2.71395  -0.400
N  -19.68563  -30.71639  -4.17672  0.730
O  -19.89917  -29.83048  -4.92895  -0.453
O  -19.38661  -31.88282  -4.57403  0.031
H  -18.54900  -30.15134  -2.51156  0.164
H  -20.02831  -31.26592  -2.18127  0.158
H  -20.22491  -29.56418  -2.58350  0.355
C  -15.24779  -29.40887  -1.81967  -0.872
N  -15.73744  -30.45636  -2.76141  0.766
O  -15.86026  -30.16213  -3.94404  -0.543
O  -16.06756  -31.53752  -2.32550  -0.295
H  -14.24213  -29.65003  -1.49079  0.319
H  -16.01165  -29.33493  -1.05240  0.306
H  -15.21836  -28.48472  -2.38860  0.362
C  -22.33228  -36.77035  -8.32878  -0.953
N  -22.02428  -36.00010  -7.08767  0.979
O  -21.03233  -35.21075  -7.11933  -0.825
O  -22.67515  -36.17799  -6.13010  -0.381
H  -22.44055  -37.79140  -7.96965  0.346
H  -21.47761  -36.78966  -8.99716  0.427
H  -23.24404  -36.38792  -8.77988  0.321
C  -15.07570  -33.02254  -7.42528  -0.677
N  -16.04918  -34.04378  -6.98643  0.652
O  -17.23118  -33.64839  -6.68984  -0.653
O  -15.80454  -35.18121  -7.09997  -0.307
H  -14.11582  -33.51731  -7.51780  0.330
H  -14.99313  -32.33592  -6.57327  0.289
H  -15.40089  -32.41411  -8.26379  0.315
C  -24.06601  -38.96696  -3.84827  -0.764
N  -23.02867  -38.13534  -3.15011  0.953
O  -21.85291  -38.32703  -3.37660  -0.474
O  -23.43166  -37.28120  -2.38373  -0.564
H  -24.20450  -38.51345  -4.82391  0.243
H  -24.95327  -38.85391  -3.23504  0.349
H  -23.70086  -39.98709  -3.80953  0.291
C  -20.09950  -34.59220  0.35547  -0.317
N  -21.12129  -33.51070  0.28077  0.785
O  -21.88584  -33.38356  1.19691  -0.492
O  -21.18077  -32.88781  -0.78072  -0.530
H  -19.96270  -34.87230  1.39492  0.383
H  -19.19046  -34.19866  -0.08251  -0.047
H  -20.50181  -35.45507  -0.16506  0.196
C  -15.34781  -34.07920  -0.27081  -0.555
N  -14.87241  -32.85709  0.38676  1.029
O  -14.12305  -32.11820  -0.22510  -0.545
O  -15.26802  -32.63351  1.50697  -0.560
H  -15.26683  -34.10142  -1.35012  0.178
H  -16.38914  -34.32692  -0.07453  -0.025
H  -14.83974  -34.94595  0.15219  0.458
C  -23.11098  -34.26298  -3.43667  -0.575
N  -22.12150  -33.29524  -4.02251  0.946
O  -21.92117  -32.28630  -3.45473  -0.377
O  -21.56934  -33.54851  -5.14861  -0.564
H  -22.74964  -35.25311  -3.69097  0.055
H  -24.06382  -33.98778  -3.88587  0.363
H  -23.11165  -34.13567  -2.35825  0.259
C  -20.40118  -40.51488  -6.33092  -0.651
N  -20.27002  -39.30820  -7.21969  0.665
O  -20.32796  -39.49264  -8.40532  -0.456
O  -20.06565  -38.22024  -6.68908  -0.367
H  -19.50630  -40.62645  -5.73003  0.277
H  -20.52154  -41.34374  -7.01903  0.339
H  -21.31090  -40.34855  -5.76164  0.198

Output
- HOMO level: -16.2 eV
- HOMO-LUMO gap: 3.683 eV
- Calculated total energy: -104740.542 eV
- LUMO: -12.47 eV
- Total charge: +3